The following is a quantum chemistry calculation of C6H9NO2 as an isolated structure, from the Open Molecules 2025 dataset.

Positions of all 18 atoms, in Å:
O 2.3534 0.9210 1.7677
C 1.3215 0.5660 1.2486
N -0.0194 1.9614 0.4970
C -0.8191 1.4451 1.6079
C -2.2168 0.9193 1.2340
C -2.0037 -0.5540 1.0101
C -0.7771 -0.9565 1.3606
C 0.0264 0.1755 1.9495
H -0.4627 2.7141 -0.0180
H -0.8262 2.1751 2.4251
H -2.9314 1.0750 2.0584
H -2.6232 1.4407 0.3546
H -2.7568 -1.2002 0.5558
H -0.3591 -1.9438 1.1570
H 0.2070 0.0607 3.0273
H 0.4565 1.2556 -0.4951
O 1.5723 0.1685 -0.3790
H 0.9705 -0.5645 -0.5607

- Frontier orbital gap: 9.9 eV
- Energy: -11949.89372 eV
- E_HOMO: -9.171 eV
- Charge: 0
- F_max: 4.83 eV Å⁻¹
- Energy relative to the best compared isomer or geometry (same formula, charge and spin): 79.0 kcal/mol
- LUMO energy: 0.704 eV